No. 1
Formula: C2H2ClIO2S
Source: the OMol25 dataset
Level of theory: ωB97M-V/def2-TZVPD

```
9
Properties=species:S:1:pos:R:3:forces:R:3
C 0.955815 0.026813 0.981773 -0.561 -0.323 0.452
C -2.483398 -0.003416 -0.306789 -0.277 -0.001 -0.201
O 1.769800 -0.044999 -0.135789 0.214 -0.040 -0.627
O -3.352927 0.293496 -0.959010 0.261 -0.056 0.196
S 1.100238 0.189784 -1.612346 2.312 4.721 1.116
Cl 0.237624 -1.602725 -2.010930 -2.128 -4.559 -0.776
I 0.098784 1.993305 1.281710 0.145 -0.039 0.020
H 1.574629 -0.200542 1.849374 -0.097 0.123 -0.176
H 0.099434 -0.651717 0.912006 0.130 0.173 -0.003
```
Positions in Å, forces in eV/Å.

Strongest force on any atom, hartree/bohr: 0.1045
⟨S²⟩: 2.01
Multiplicity: 3
Energy above the lowest of the compared OMol25 structures with the same formula, charge and spin, kcal/mol: 0.00
M, g/mol: 252.46

Results of the natural (NBO) charge analysis, in e, for atoms 1 through 4: -0.19 0.49 -0.68 -0.50

No. 2
Formula: C2H2ClN4
Source: the OMol25 dataset
Level of theory: ωB97M-V/def2-TZVPD

```
9
Properties=species:S:1:pos:R:3:forces:R:3
C -1.524503 0.465824 0.124057 2.155 -0.186 -0.501
C 0.039741 0.660091 0.437025 -4.767 -0.898 0.281
N -2.412544 0.592514 1.102802 0.431 0.362 -0.485
N -2.059930 0.153327 -1.080221 -0.563 0.633 1.799
N -3.570660 0.420523 0.487164 -1.053 -0.448 -0.621
N -3.400689 0.155335 -0.792952 1.073 0.056 0.437
Cl 0.699943 1.846346 -0.579487 1.165 1.900 -1.223
H 0.473555 -0.258535 0.140032 0.857 -0.925 0.582
H 0.006421 0.984205 1.484060 0.701 -0.494 -0.269
```
Positions in Å, forces in eV/Å.

Strongest force on any atom, hartree/bohr: 0.0945
Energy above the lowest of the compared OMol25 structures with the same formula, charge and spin, kcal/mol: 0.00
M, g/mol: 117.52
Net charge: -1

Results of the natural (NBO) charge analysis, in e, for atoms 1 through 4: 0.21 -0.46 -0.40 -0.40

- Among the records above, which one has the highest strongest force on any atom?
  C2H2ClIO2S

- What is the strongest force on any atom in the second record?
  0.0945 hartree/bohr